No. 1
Computed, not measured: the molecule C4H7NO, with ωB97M-V with the def2-TZVPD basis set.

Calculated values
HOMO-LUMO gap in Ha: 0.34751
E_HOMO in eV: -8.56

The geometry in XYZ format:
```
13
Properties=species:S:1:pos:R:3:forces:R:3
C -1.318 -0.891 -0.336 1.811 -0.911 0.681
O -0.815 0.296 -0.732 -0.185 0.980 -0.465
C 0.580 0.440 -0.421 0.604 -0.014 0.129
C 0.780 1.504 0.644 0.074 0.165 0.107
C 1.115 -0.899 0.038 0.896 0.507 -0.053
N 0.098 -1.640 0.117 -4.283 0.625 -1.194
H -1.957 -0.821 0.539 -0.092 -0.104 0.319
H -0.099 -2.597 0.314 1.034 -0.639 0.454
H -1.838 -1.386 -1.156 0.193 -0.403 -0.012
H 1.082 0.740 -1.348 -0.009 -0.072 0.096
H 0.318 2.444 0.329 0.054 -0.141 0.032
H 0.329 1.190 1.590 0.005 0.021 -0.068
H 1.846 1.669 0.815 -0.100 -0.015 -0.027
```
Forces are in eV/Å.

Results of the natural (NBO) charge analysis, in e, for atoms 1 through 5: atom 1 (C): 0.068, atom 2 (O): -0.534, atom 3 (C): -0.019, atom 4 (C): -0.620, atom 5 (C): 0.100

---

No. 2
Computed, not measured: the molecule C4H7NO, with ωB97M-V with the def2-TZVPD basis set.

Calculated values
HOMO-LUMO gap in Ha: 0.31655
E_HOMO in eV: -8.07
SMILES: [H]/N=C\COC=C

The geometry in XYZ format:
```
13
Properties=species:S:1:pos:R:3:forces:R:3
C -1.075 -0.705 0.009 -0.075 0.002 -0.006
O 0.101 -1.500 -0.201 0.215 0.005 0.068
C 1.232 -0.785 -0.017 0.368 0.013 -0.214
C 1.138 0.361 0.676 1.261 -0.744 0.736
N -0.509 1.458 -1.188 -0.306 -0.338 0.148
C -0.820 0.814 -0.126 -0.719 0.239 -0.498
H -1.492 -0.941 0.996 0.087 0.232 -0.142
H -1.806 -0.993 -0.756 0.188 -0.167 0.131
H 0.699 0.056 1.603 -1.294 1.092 0.626
H 2.117 -1.227 -0.438 -0.033 0.003 -0.897
H 1.740 1.256 0.606 0.559 -0.471 0.231
H -0.091 0.813 -1.870 -0.277 0.171 -0.038
H -1.234 1.393 0.706 0.026 -0.036 -0.144
```
Forces are in eV/Å.

Results of the natural (NBO) charge analysis, in e, for atoms 1 through 5: atom 1 (C): -0.147, atom 2 (O): -0.473, atom 3 (C): 0.205, atom 4 (C): -0.601, atom 5 (N): -0.640

---

The records above yield LUMO energy values of 0.9; 0.5 eV, respectively.